The following is a quantum chemistry calculation of a molecular structure, C15H30BCoF7N3O7, from the OMol25 dataset.

**2S+1**: 5
**Gap between HOMO and LUMO (alpha / beta)**: 7.881 / 5.970 eV
**Strongest force on any atom**: 5.72 eV Å⁻¹
**Expectation value of S²**: 6.011

Geometry as XYZ:
```
64
Properties=species:S:1:pos:R:3:lowdin_charge:R:1
Co -0.69 0.62 -1.36 0.938
C -0.17 0.73 -4.11 -0.327
O 0.66 0.35 -3.02 -0.195
O -1.32 1.17 -3.38 -0.191
C 0.56 1.88 -4.86 -0.572
F 0.94 1.55 -6.11 0.133
F -0.14 3.02 -4.98 0.141
F 1.59 2.31 -4.17 0.148
C 1.89 -0.35 -3.34 -0.226
C 2.40 -1.01 -2.07 -0.069
H 3.32 -1.55 -2.28 0.083
H 2.61 -0.22 -1.34 0.063
H 1.72 -1.70 -1.57 0.067
H 2.70 0.18 -3.84 0.120
H 1.86 -1.17 -4.06 0.120
H -0.38 -0.13 -4.75 0.152
C 0.52 1.84 2.27 -0.062
C 0.76 0.40 2.60 -0.409
C 0.44 0.43 4.14 -0.128
C 0.08 -0.92 4.76 -0.185
C -1.17 -1.34 3.99 -0.142
C -0.86 -1.60 2.46 -0.443
N -0.27 -0.40 1.78 0.085
O -0.03 -0.57 0.32 -0.127
C -2.18 -1.92 1.82 -0.032
C 0.10 -2.91 2.43 0.003
C 2.26 0.02 2.22 0.006
H 1.36 2.45 2.60 0.100
H -0.44 2.27 2.58 0.102
H 0.47 1.96 1.19 0.051
H -0.40 1.07 4.43 0.120
H 1.31 0.73 4.72 0.123
H -0.15 -0.74 5.81 0.115
H 0.81 -1.73 4.73 0.106
H -1.94 -0.56 4.00 0.121
H -1.60 -2.23 4.46 0.123
H -2.49 -2.87 2.25 0.098
H -2.16 -1.87 0.73 0.060
H -2.90 -1.14 2.09 0.099
H -0.30 -3.67 3.11 0.082
H 1.06 -2.69 2.88 0.055
H 0.15 -3.40 1.46 0.079
H 2.51 -1.02 2.37 0.067
H 3.01 0.53 2.83 0.087
H 2.48 0.12 1.15 0.069
B -3.12 1.85 -0.53 -1.439
F -1.81 1.85 -0.15 0.138
F -3.37 0.69 -1.19 0.156
F -3.97 2.03 0.50 0.177
F -3.40 2.77 -1.54 0.126
C 2.07 4.31 -1.30 0.040
N 0.81 3.62 -1.54 -0.332
O -0.08 4.14 -2.24 0.142
O 0.77 2.43 -1.12 -0.029
H 2.44 4.14 -0.29 0.100
H 2.18 5.38 -1.43 0.106
H 2.76 3.84 -2.01 0.108
C -2.25 -3.77 -1.75 0.080
N -1.52 -2.60 -2.42 -0.383
O -0.74 -2.82 -3.34 0.086
O -1.68 -1.55 -1.88 0.045
H -1.55 -4.60 -1.65 0.093
H -3.04 -4.14 -2.40 0.104
H -2.46 -3.50 -0.71 0.077
```

---

The following is a quantum chemistry calculation of a molecular structure, C15H30BeNO18, from the OMol25 dataset.

**Gap between HOMO and LUMO**: 3.871 eV
**ΔE to the lowest compared entry with this formula, charge and spin**: 0.0 kcal per mole
**Strongest force on any atom**: 3.84 eV Å⁻¹
**Charge**: +1

Geometry as XYZ:
```
65
Properties=species:S:1:pos:R:3:lowdin_charge:R:1
Be -2.00 2.91 -0.63 1.263
N -0.63 0.25 0.31 -0.568
O -0.28 -0.80 0.80 0.091
O -1.46 0.28 -0.62 -0.050
O -0.18 1.39 0.70 -0.045
C -6.38 3.27 -1.99 0.004
O -6.29 1.89 -1.62 0.060
C -5.17 1.34 -1.30 -0.557
O -4.06 1.85 -1.23 0.055
O -5.45 0.03 -1.14 0.032
C -4.51 -0.87 -0.54 -0.026
H -5.78 3.88 -1.31 0.091
H -7.42 3.55 -1.85 0.109
H -6.11 3.48 -3.02 0.108
H -3.81 -0.32 0.09 0.079
H -3.94 -1.36 -1.32 0.110
H -5.05 -1.55 0.11 0.102
C 0.97 6.46 -2.16 -0.025
O 1.56 5.26 -2.58 0.048
C 1.03 4.08 -2.25 -0.573
O 0.03 3.93 -1.57 0.046
O 1.67 3.14 -2.87 0.078
C 1.25 1.79 -2.73 0.001
H 1.00 6.51 -1.06 0.104
H -0.11 6.45 -2.32 0.095
H 1.44 7.33 -2.61 0.110
H 0.53 1.56 -3.52 0.118
H 0.72 1.59 -1.80 0.064
H 2.06 1.07 -2.83 0.095
C 2.32 -1.28 -1.15 -0.033
O 3.46 -0.95 -1.96 0.011
C 3.50 -1.39 -3.19 -0.627
O 2.57 -1.80 -3.84 0.125
O 4.77 -1.37 -3.62 0.006
C 5.04 -1.93 -4.88 -0.066
H 2.27 -2.34 -0.90 0.109
H 1.34 -0.97 -1.51 0.076
H 2.52 -0.80 -0.20 0.099
H 6.12 -1.89 -5.03 0.097
H 4.53 -1.50 -5.73 0.100
H 4.87 -3.01 -4.85 0.102
C 5.40 2.15 4.26 -0.042
O 4.47 1.17 3.86 0.010
C 3.23 1.26 4.32 -0.615
O 2.80 1.98 5.20 0.126
O 2.53 0.36 3.65 0.012
C 1.12 0.44 3.71 -0.060
H 5.23 2.48 5.29 0.095
H 5.27 3.03 3.63 0.098
H 6.41 1.77 4.19 0.096
H 0.72 1.37 3.30 0.085
H 0.76 0.37 4.74 0.098
H 0.66 -0.40 3.21 0.079
C -2.43 -3.64 0.97 -0.006
O -2.90 -4.73 1.77 0.009
C -2.10 -5.36 2.58 -0.627
O -1.01 -4.96 2.92 0.117
O -2.70 -6.45 3.08 -0.005
C -2.02 -7.29 4.01 -0.034
H -1.79 -2.98 1.55 0.082
H -3.28 -3.11 0.56 0.070
H -1.81 -4.14 0.23 0.109
H -1.25 -7.79 3.42 0.100
H -2.71 -7.98 4.48 0.094
H -1.52 -6.73 4.80 0.095
```

---

The following is a quantum chemistry calculation of a molecular structure, C15H30F2N2O8S2, from the OMol25 dataset.

**Gap between HOMO and LUMO**: 7.820 eV
**Strongest force on any atom**: 1.55 eV Å⁻¹

Geometry as XYZ:
```
59
Properties=species:S:1:pos:R:3:lowdin_charge:R:1
C 1.46 3.97 1.22 -0.101
C 1.70 3.59 -0.25 -0.212
C 1.59 2.10 -0.39 -0.257
O 2.08 1.65 -1.63 -0.096
C 2.65 0.36 -1.63 -0.141
C 1.65 -0.79 -1.61 -0.270
C 1.25 -1.15 -0.17 -0.015
N -0.12 -1.77 -0.02 -0.062
C -0.58 -1.71 1.41 -0.096
C -1.54 -0.56 1.74 -0.162
C -3.03 -0.96 1.71 -0.201
C -3.92 0.04 0.98 -0.166
C -5.31 -0.58 0.79 -0.181
O -6.32 0.43 0.78 -0.019
C -7.02 0.54 -0.40 -0.504
C -7.10 1.94 -0.93 0.024
O -7.53 -0.42 -0.95 0.106
C -1.09 -1.25 -1.02 -0.077
C -0.45 -1.43 -2.39 -0.153
O 0.58 -0.47 -2.48 -0.063
H 0.70 3.30 1.63 0.063
H 1.14 5.00 1.34 0.069
H 2.36 3.78 1.80 0.077
H 0.94 4.10 -0.85 0.110
H 2.69 3.89 -0.57 0.119
H 2.18 1.64 0.42 0.127
H 0.56 1.75 -0.25 0.114
H 3.36 0.22 -0.82 0.103
H 3.18 0.28 -2.57 0.148
H 2.18 -1.65 -2.03 0.161
H 1.31 -0.33 0.53 0.122
H 1.95 -1.91 0.17 0.153
H -0.02 -2.76 -0.23 0.184
H -1.06 -2.66 1.65 0.135
H 0.29 -1.64 2.06 0.134
H -1.35 0.33 1.15 0.105
H -1.30 -0.28 2.77 0.122
H -3.17 -1.96 1.30 0.110
H -3.38 -1.02 2.74 0.121
H -4.07 0.95 1.54 0.127
H -3.51 0.25 -0.01 0.106
H -5.32 -1.16 -0.14 0.126
H -5.54 -1.27 1.60 0.129
H -6.93 2.66 -0.14 0.084
H -6.34 2.04 -1.71 0.093
H -8.08 2.10 -1.37 0.089
H -2.03 -1.80 -0.93 0.143
H -1.24 -0.19 -0.90 0.132
H 0.00 -2.42 -2.47 0.141
H -1.17 -1.25 -3.18 0.141
N 7.19 -1.83 -0.50 -0.303
S 8.15 -1.02 0.49 0.484
O 8.39 -1.66 1.74 -0.283
O 7.97 0.40 0.48 -0.284
F 9.49 -1.24 -0.32 -0.182
S 5.71 -1.94 -0.03 0.458
O 4.97 -2.91 -0.78 -0.316
O 5.03 -0.70 0.23 -0.320
F 5.80 -2.60 1.41 -0.195
```

---

The following is a quantum chemistry calculation of 8 unconnected molecules or ions with the total composition C15H30FN3O8, from the OMol25 dataset.

**Gap between HOMO and LUMO**: 8.363 eV
**Strongest force on any atom**: 1.11 eV Å⁻¹
**SMILES string**: C#Cc1cnc2c(NCCC)cc(COC)c(F)c2n1.O.O.O.O.O.O.O

Geometry as XYZ:
```
57
Properties=species:S:1:pos:R:3:lowdin_charge:R:1
C 4.13 -3.51 1.70 0.141
C 3.52 -3.00 0.80 -0.055
C 2.82 -2.03 -0.01 -0.264
C 3.61 -1.17 -0.82 -0.058
N 3.12 -0.20 -1.56 0.171
C 1.76 -0.11 -1.49 -0.164
C 1.10 0.93 -2.24 -0.233
N 1.85 1.88 -2.99 -0.001
C 2.60 2.85 -2.15 -0.221
C 1.78 3.35 -0.97 -0.216
C 1.98 2.55 0.34 -0.086
C -0.26 1.03 -2.22 0.036
C -1.08 0.15 -1.44 -0.102
C -2.57 0.40 -1.48 -0.167
O -3.36 -0.69 -1.05 -0.179
C -4.08 -0.37 0.13 -0.074
C -0.44 -0.82 -0.72 -0.168
F -1.14 -1.67 0.04 0.091
C 0.97 -0.98 -0.72 -0.126
N 1.51 -1.97 0.05 0.209
H 4.69 -3.99 2.48 0.041
H 4.67 -1.31 -0.83 0.085
H 2.48 1.39 -3.61 0.110
H 2.84 3.70 -2.79 0.106
H 3.56 2.41 -1.85 0.098
H 2.08 4.38 -0.77 0.102
H 0.72 3.35 -1.24 0.097
H 2.06 3.18 1.22 0.069
H 1.08 1.94 0.49 0.045
H 2.81 1.84 0.26 0.058
H -0.70 1.82 -2.82 0.131
H -2.76 1.29 -0.87 0.127
H -2.86 0.67 -2.50 0.136
H -4.79 -1.17 0.31 0.062
H -4.64 0.56 0.00 0.098
H -3.41 -0.29 0.99 0.094
O -4.86 -3.69 -0.71 -0.048
H -4.18 -3.02 -0.86 0.016
H -4.37 -4.47 -0.42 0.044
O -6.78 -2.37 2.05 -0.065
H -7.60 -2.82 1.84 0.024
H -6.22 -2.55 1.28 -0.001
O -9.06 -3.29 3.73 -0.058
H -8.25 -3.14 4.21 0.035
H -9.75 -3.28 4.40 0.036
O -1.21 2.23 1.89 -0.043
H -1.10 1.91 2.79 0.055
H -1.30 1.44 1.36 0.021
O 6.49 -0.14 -0.36 -0.048
H 7.31 -0.01 -0.85 0.061
H 6.42 0.63 0.21 0.063
O 6.96 -3.03 0.48 -0.068
H 6.80 -2.09 0.30 -0.011
H 7.39 -3.36 -0.32 0.036
O -0.79 5.27 2.32 -0.065
H -0.68 4.95 3.22 0.027
H -0.88 4.46 1.80 -0.002
```

---

no.,DFT total energy (eV)
1,-92165.9828
2,-54772.6549
3,-62504.4114
4,-39606.7534